{"formula": "C3H5O4Pb", "method": "the ωB97M-V functional and the def2-TZVPD basis", "symbols": ["O", "C", "O", "H", "H", "O", "H", "Pb", "H", "C", "C", "H", "O"], "positions_angstrom": [[-0.6517, 0.8399, 1.0164], [-1.8690, 0.9537, 0.4923], [-2.1022, 1.8886, -0.2549], [-1.1726, -2.0507, 0.4830], [-1.2754, -1.3777, -1.1265], [-2.2966, -0.2842, 0.2573], [0.8033, -0.9882, 0.5781], [1.2215, 1.2385, -1.6030], [2.2287, 0.1022, 0.7009], [-1.1504, -1.1079, -0.0704], [0.0483, -0.2366, 0.3093], [3.5112, 0.2821, -0.5203], [2.7049, 0.7404, -0.2622]], "forces_ev_per_angstrom": [[3.817, -0.190, 2.701], [1.833, -0.211, -5.272], [-1.115, -0.110, 2.338], [-0.279, 0.258, 0.277], [0.334, 0.177, 0.134], [-1.493, -1.262, 0.203], [0.432, 0.880, 1.784], [-3.606, 0.007, -0.929], [2.128, 2.646, -4.078], [-0.911, -0.189, -0.152], [-2.014, 1.475, -3.346], [0.601, -0.042, 0.200], [0.273, -3.440, 6.140]], "relative_energy_kcal_mol": 98.0, "spin_multiplicity": 1, "total_charge": 1, "homo_energy_ev": [-12.4684, -12.4679]}


{"formula": "C5H7N2S", "method": "the ωB97M-V functional and the def2-TZVPD basis", "symbols": ["H", "C", "H", "C", "H", "H", "H", "S", "H", "N", "N", "C", "H", "C", "C"], "positions_angstrom": [[-2.2969, 1.2191, 1.2301], [-1.3587, 1.7092, 1.6331], [0.6908, 1.2131, 2.2448], [0.1471, -0.5284, -0.5701], [1.4095, -2.4917, -2.7884], [-1.0567, 2.5708, 0.8562], [-1.5311, 1.9001, 2.6732], [-1.0190, -1.9539, -2.1645], [1.5735, 0.2040, 0.4623], [-1.0862, -1.0250, -0.8993], [0.5034, 0.1832, 0.5634], [0.6884, -1.9032, -2.2499], [2.2103, -0.8489, -1.2264], [-0.0757, 0.8973, 1.5225], [1.2012, -1.1457, -1.2872]], "forces_ev_per_angstrom": [[1.248, 0.443, 0.181], [0.106, -1.482, -3.022], [-0.363, -0.157, -0.178], [-2.641, -2.908, -1.340], [-0.626, -0.308, -0.994], [-0.883, -1.253, 2.145], [0.143, 0.939, 0.289], [1.239, -0.907, -0.735], [-1.954, 0.067, 1.500], [1.347, 3.183, 2.294], [0.895, 1.668, 1.192], [0.252, -1.691, -1.096], [1.168, -0.099, 0.245], [1.325, 0.477, -1.120], [-1.257, 2.029, 0.637]], "relative_energy_kcal_mol": 46.2, "spin_multiplicity": 1, "total_charge": 1, "homo_energy_ev": -13.5586}


{"formula": "C42H84F17N5O14S", "method": "the ωB97M-V functional and the def2-TZVPD basis", "symbols": ["N", "F", "O", "C", "C", "C", "C", "C", "O", "C", "H", "O", "C", "H", "O", "C", "H", "H", "H", "H", "H", "H", "H", "C", "H", "C", "H", "C", "H", "C", "H", "C", "O", "F", "N", "H", "H", "H", "S", "F", "H", "C", "H", "F", "H", "H", "C", "C", "F", "C", "H", "H", "H", "O", "C", "C", "H", "C", "C", "C", "H", "H", "H", "O", "N", "F", "H", "H", "H", "H", "H", "C", "H", "H", "H", "H", "H", "O", "H", "H", "C", "H", "H", "H", "C", "C", "H", "H", "H", "H", "H", "C", "H", "H", "F", "C", "C", "C", "F", "H", "H", "H", "H", "N", "H", "H", "H", "C", "O", "H", "H", "H", "H", "C", "C", "F", "C", "H", "N", "F", "F", "H", "H", "H", "O", "H", "C", "F", "H", "C", "H", "H", "C", "F", "H", "O", "H", "C", "H", "C", "O", "H", "H", "C", "C", "F", "H", "H", "H", "F", "H", "O", "F", "H", "H", "H", "C", "H", "F", "O", "H", "H", "H"], "positions_angstrom": [[-6.8913, 8.0521, -1.3618], [2.6185, -0.4047, 2.7859], [8.7625, -0.6904, 1.6097], [1.0206, 1.6382, 2.0190], [-6.8052, 8.1444, -2.8162], [-5.8705, 7.2060, -0.7537], [4.7697, -1.3433, -5.1631], [0.4854, 0.1842, 1.8580], [-7.4453, -3.5340, -0.2148], [2.5888, -9.0750, 1.3384], [-8.5892, -3.5379, 1.5193], [7.2232, -1.2119, 3.2650], [-8.0507, -4.2250, 0.8600], [7.4249, -2.2870, 1.5233], [-6.1749, 3.8213, -0.5012], [-5.1583, -2.7421, -0.1068], [5.7224, -2.5688, 3.7302], [-0.6814, 3.2181, -1.6779], [-4.5763, -1.8277, 0.0421], [1.8240, -6.5326, 0.8437], [-5.2843, -4.5622, 0.7779], [-5.6520, 8.6986, -4.5097], [8.0425, -1.0385, -4.9963], [3.8874, -0.3591, -4.4259], [3.8117, -5.2288, 0.9745], [-6.3778, 9.4451, 1.7448], [2.5968, 0.6967, -2.2976], [2.5682, -10.4233, 2.0257], [-6.8652, 7.1387, 1.1622], [8.0049, -1.7223, 2.2467], [1.6039, -10.6017, 2.5093], [6.1215, 2.4463, -3.7153], [6.0666, -0.8019, -5.3823], [-0.6907, -2.4752, 1.6736], [2.2321, -8.0059, 2.2621], [-4.6404, 8.2518, -3.1495], [-7.4815, 3.5085, -2.0201], [-6.0670, 6.1636, -1.0139], [7.9202, 0.4741, 0.8568], [0.3313, -3.3587, -0.0222], [-5.1831, 6.5944, 1.1643], [-5.8714, 7.3392, 0.7522], [-3.4198, -4.3526, -1.7694], [1.2906, 1.8654, 3.3100], [4.0351, 0.8491, -1.3037], [5.5505, -7.9707, 2.1301], [3.3771, 2.8205, 1.6530], [3.8983, 2.3202, -2.8256], [4.0608, 3.2990, 0.5804], [1.4306, -0.9252, 2.4352], [2.0574, -5.9671, 2.4877], [7.0090, -1.2325, -3.5696], [5.2931, -0.8567, 3.7423], [6.7320, -0.1708, 0.3425], [-4.0868, 3.1411, 0.5050], [-4.7991, 10.4982, -1.9358], [-6.9193, 7.1386, -3.2338], [-5.5599, 8.7831, -3.4235], [3.6732, 0.8958, -2.3257], [-2.3157, 2.1410, -0.8605], [-2.6175, -3.4308, 0.4538], [-7.6677, 8.7256, -3.1514], [-7.1224, 9.7747, 1.0120], [7.4573, 1.3576, 2.1810], [-3.7287, 2.1398, -0.4897], [4.6891, 0.9011, 2.0478], [5.3246, -0.0292, -3.0371], [-3.0097, -4.9682, 1.2044], [3.2863, 2.9814, -2.2082], [-5.8359, -6.1078, -0.5194], [-3.7152, 4.1400, 0.2363], [2.4410, -6.6576, 1.7392], [-6.8871, 8.9347, 2.5676], [-7.7316, 2.4499, -0.6205], [5.6134, 2.3841, -4.6805], [-5.4060, -7.1096, -1.9033], [2.7121, -11.2004, 1.2696], [4.7142, -6.1033, 2.5388], [4.3343, -6.8697, 0.6514], [4.7531, -7.8192, 3.7193], [-3.1486, -4.9873, -0.9173], [-2.1656, 1.2970, -1.5388], [7.5061, 3.3518, 1.6853], [-4.8610, 7.4627, -1.1068], [-1.7537, 3.3845, -1.5422], [-3.4810, 4.3548, -2.8870], [2.8320, -9.6144, 4.6415], [4.8244, -2.2958, -4.6287], [2.8582, -0.7303, -4.4297], [-2.0847, -5.2138, -1.0299], [-5.0832, -3.0236, -1.1660], [0.4447, -3.0647, 1.2875], [-3.5619, 5.0674, -2.0613], [-4.2785, 2.2948, -1.3243], [0.6163, -4.2081, 1.9501], [4.4030, 2.1098, 2.5609], [6.7848, 2.5393, 1.7252], [7.0925, -1.4359, -4.6428], [2.6639, -2.8564, 2.0844], [-1.7226, 1.9364, 0.0328], [-3.4956, 4.9087, -3.8263], [6.0249, 2.7982, 3.7169], [-5.8010, 3.9182, 1.4983], [4.3268, -0.1933, -3.0471], [4.1114, -10.8114, 4.9068], [2.7752, -8.1082, 3.1089], [-6.3745, 2.1537, -1.7403], [-5.5880, 3.2466, 0.6610], [-2.2691, 3.6251, -2.8383], [5.4861, -1.6884, 2.2074], [-6.9171, -1.5804, -0.4105], [-6.7630, -2.2028, 1.2366], [-6.0350, 2.2757, 0.8903], [-6.6148, -2.4491, 0.1816], [5.8637, -1.6164, 3.2242], [1.7097, 2.7008, 0.0423], [5.3472, -7.2957, 2.9650], [-8.7638, -4.9292, 0.4349], [-4.6427, -3.7805, 0.7768], [2.1595, -1.7372, 0.3009], [-0.6593, 0.1538, 2.5791], [2.4806, -11.3548, 4.4747], [-4.3512, 3.6917, -2.8817], [-7.3179, -4.7868, 1.4493], [-5.3930, 8.6167, 1.1596], [-4.2981, 11.4570, -2.0716], [3.8685, -6.2300, 1.4105], [0.8762, -1.4383, 3.5558], [-5.8719, 10.3239, 2.1411], [5.6933, 2.9342, 2.6932], [6.8766, 3.2312, -3.7702], [6.6388, 1.5039, -3.5150], [-6.9759, 2.9270, -1.2507], [2.8555, 3.8855, 2.3112], [4.3308, -1.5359, -6.1464], [5.2287, 2.7827, -2.6690], [6.3745, 2.4293, 0.7239], [2.2230, 1.9677, 1.0653], [-4.0540, 9.7537, -1.6451], [1.6940, -2.1269, 1.4910], [3.6393, -10.5408, 2.9546], [-5.5274, 10.6178, -1.1288], [8.7516, -2.3914, 2.6664], [-5.1724, -6.1788, -1.3860], [-3.3143, -4.2713, 0.4192], [-0.0169, 2.4319, 1.6741], [3.5924, -8.9384, 0.9132], [-5.3695, -5.3447, -2.0638], [1.8707, -9.0852, 0.5133], [3.8736, 1.9178, 3.7894], [3.5584, 2.4635, -3.8582], [-5.4280, 10.1666, -3.1600], [0.1536, -0.0528, 0.5748], [3.9089, 0.5859, -4.9859], [6.2953, -7.0193, 3.4273], [-3.6454, 2.8644, 1.4670], [3.2325, -10.5780, 4.3084], [-6.8201, 8.9849, -0.9775], [2.7046, 0.8279, 0.5213], [-3.8124, -6.2343, -0.9975], [5.4629, 3.9886, 2.5993], [-1.8486, 4.2828, -0.9202], [7.0853, -2.5179, -4.8037]], "forces_ev_per_angstrom": [[0.145, -0.023, -0.031], [-0.172, 0.015, -0.103], [-0.240, 0.808, 0.158], [-0.355, -0.005, -0.451], [-0.167, 0.089, 0.134], [-0.082, 0.213, -0.100], [-0.174, 0.076, -0.258], [-0.500, 0.042, 0.733], [-0.020, -0.077, 0.185], [0.049, 0.118, 0.215], [0.012, -0.013, 0.047], [-0.045, -0.067, -0.217], [0.011, -0.006, -0.129], [-0.245, 0.185, -0.290], [-0.100, -0.228, -0.063], [-0.001, -0.211, 0.095], [0.027, -0.193, 0.050], [-0.004, 0.006, -0.007], [0.026, 0.002, -0.014], [0.018, -0.020, -0.032], [-0.035, -0.008, 0.010], [0.003, 0.013, 0.000], [-0.015, 0.025, -0.026], [0.193, 0.069, 0.171], [0.010, 0.010, 0.003], [0.124, 0.003, -0.037], [-0.022, 0.028, -0.031], [0.107, -0.115, -0.268], [-0.055, 0.078, -0.043], [0.114, -0.534, 0.562], [-0.001, 0.080, 0.070], [0.088, 0.083, 0.166], [0.091, -0.103, 0.155], [0.292, -0.182, 0.047], [0.101, -0.010, -0.142], [-0.007, 0.025, 0.126], [0.012, 0.033, 0.012], [0.006, -0.007, -0.010], [0.321, -0.561, 0.154], [-0.024, 0.080, 0.552], [-0.022, -0.012, 0.017], [0.263, -0.196, -0.011], [-0.129, 0.009, 0.030], [0.113, -0.125, -0.077], [0.067, 0.014, 0.110], [-0.050, -0.036, -0.011], [0.064, 0.078, -0.078], [-0.200, 0.068, 0.132], [-0.128, -0.180, 0.172], [-0.183, -0.357, 0.140], [0.011, 0.058, 0.021], [-0.003, -0.100, 0.025], [-0.088, 0.095, 0.143], [-0.240, 0.127, -0.183], [-0.025, -0.073, -0.205], [-0.072, 0.159, -0.105], [0.048, -0.023, 0.005], [-0.031, -0.096, -0.247], [0.213, -0.135, -0.147], [-0.166, -0.168, -0.144], [-0.014, 0.043, -0.070], [0.005, -0.016, -0.062], [-0.078, -0.036, 0.055], [0.025, -0.378, -0.526], [0.056, 0.098, 0.036], [-0.015, -0.113, -0.162], [0.032, -0.049, 0.046], [0.063, 0.001, -0.015], [-0.016, 0.024, 0.026], [-0.064, 0.104, -0.046], [-0.014, 0.060, 0.147], [0.012, -0.168, 0.197], [-0.050, 0.009, -0.006], [-0.001, -0.043, -0.010], [-0.023, -0.058, -0.009], [0.037, 0.000, -0.011], [-0.019, -0.016, 0.015], [0.025, -0.106, -0.019], [0.007, -0.109, 0.079], [0.004, -0.113, -0.064], [0.274, 0.013, -0.009], [0.067, 0.007, -0.003], [0.167, 0.102, -0.003], [0.064, -0.107, 0.067], [0.278, -0.061, 0.046], [0.075, -0.065, -0.178], [-0.088, -0.041, 0.031], [0.044, 0.032, 0.093], [-0.020, 0.021, 0.012], [-0.001, -0.009, -0.004], [-0.016, 0.130, -0.053], [0.061, -0.307, -0.737], [-0.025, -0.027, 0.047], [-0.034, 0.001, -0.013], [-0.374, 0.520, -0.042], [1.006, 0.546, 0.174], [0.114, 0.602, 0.100], [-0.016, 0.105, -0.066], [-0.118, 0.053, -0.031], [-0.011, 0.042, 0.038], [0.038, 0.002, 0.004], [0.195, -0.144, 0.153], [-0.046, -0.015, -0.001], [-0.102, 0.096, -0.143], [0.024, 0.000, -0.029], [-0.004, -0.023, 0.033], [-0.048, -0.075, 0.046], [0.098, 0.268, 0.196], [-0.115, 0.064, 0.068], [0.055, 0.041, -0.210], [-0.012, 0.013, 0.019], [0.031, -0.090, 0.047], [0.038, -0.062, -0.091], [0.022, 0.187, -0.241], [-0.143, 0.054, 0.177], [0.129, -0.218, 0.200], [0.029, 0.157, 0.122], [0.009, 0.007, -0.035], [0.023, 0.032, -0.143], [-0.067, 0.120, 0.084], [0.208, 0.034, -0.197], [-0.036, 0.021, 0.028], [-0.060, 0.064, 0.101], [-0.027, 0.045, 0.087], [-0.191, 0.074, 0.033], [0.004, -0.011, -0.038], [-0.084, 0.224, -0.169], [0.135, 0.101, -0.136], [0.033, -0.009, -0.013], [-0.406, -0.373, 0.296], [-0.030, 0.027, 0.010], [-0.031, -0.051, -0.112], [0.030, 0.131, -0.024], [0.033, -0.336, -0.192], [0.012, -0.025, 0.001], [0.013, -0.032, -0.087], [-0.047, -0.207, -0.145], [-0.373, 0.357, -0.558], [-0.027, -0.046, 0.033], [0.304, -0.409, 0.104], [-0.112, 0.051, 0.159], [0.063, -0.082, 0.080], [0.357, 0.077, -0.058], [0.068, -0.182, 0.054], [-0.157, -0.093, 0.175], [0.214, 0.037, 0.147], [-0.019, -0.089, -0.113], [-0.013, 0.053, 0.032], [0.000, 0.025, -0.016], [-0.299, 0.015, 0.099], [0.113, -0.073, -0.061], [0.060, -0.034, 0.108], [0.241, 0.099, 0.089], [-0.091, -0.043, -0.113], [-0.001, 0.030, -0.024], [0.036, -0.006, -0.006], [0.107, 0.000, -0.069], [-0.010, 0.019, 0.026], [-0.243, 0.425, 0.328], [-0.099, 0.068, -0.041], [-0.065, 0.212, -0.172], [-0.122, 0.002, 0.002], [0.005, -0.021, 0.042]], "spin_multiplicity": 1, "total_charge": 0, "homo_energy_ev": -8.5370}


{"formula": "C5H8FN3OS", "method": "the ωB97M-V functional and the def2-TZVPD basis", "symbols": ["C", "N", "O", "H", "H", "N", "C", "H", "H", "S", "C", "F", "H", "N", "H", "H", "C", "H", "C"], "positions_angstrom": [[1.2066, -0.3054, 0.0724], [0.1398, -0.9340, 0.6020], [0.9500, 2.1639, -0.9230], [1.8309, 1.1195, 2.0622], [-0.8889, 0.0594, 2.1370], [0.1772, -2.2630, 0.4300], [-1.0941, -0.3797, 1.0991], [-1.0503, 1.4635, -0.2235], [1.7183, 2.6406, 1.9700], [1.8477, 1.4654, -0.0564], [1.3058, -2.5511, -0.2334], [3.1666, -1.2498, -0.9796], [-1.5675, 0.0492, -0.9395], [1.3225, 1.8654, 1.5583], [-1.7892, -1.2003, 1.3476], [-2.6158, 0.9266, 0.3142], [-1.6542, 0.6317, 0.0805], [1.5365, -3.5664, -0.6262], [1.9721, -1.3724, -0.4032]], "forces_ev_per_angstrom": [[1.910, 0.032, -0.130], [-0.711, -1.080, 0.184], [-0.791, 1.256, -1.379], [-0.717, 0.011, 0.225], [-0.177, -0.098, -1.441], [-0.134, -0.045, -0.441], [-0.155, 1.613, 2.020], [0.556, 0.632, 0.883], [1.164, 2.838, 0.279], [-0.424, -1.663, 1.435], [-0.832, -0.942, 0.309], [0.376, 0.167, -0.237], [-1.008, 0.820, 1.714], [-0.157, -3.735, -0.570], [0.428, 0.219, -0.747], [-2.048, 0.505, 0.278], [2.112, -2.920, -2.484], [-0.192, 1.041, 0.728], [0.799, 1.349, -0.627]], "relative_energy_kcal_mol": 32.5, "spin_multiplicity": 1, "total_charge": 0, "homo_energy_ev": -9.4128}


Ordered calculated total energy results: -610.6844 -702.0986 -5073.4664 -932.7872; unit a.u..
Ordered max |F| results: 7.04 4.15 1.16 4.38; unit eV/Å.